{
  "formula": "C41H41BrCl4F7HfN5O5P2S",
  "method": "ωB97M-V with the def2-TZVPD basis set",
  "elements": ["Hf", "Cl", "C", "C", "Cl", "C", "Cl", "C", "O", "C", "O", "C", "Cl", "F", "C", "C", "F", "C", "F", "C", "P", "C", "C", "C", "C", "C", "C", "C", "C", "C", "C", "C", "C", "C", "Br", "C", "F", "H", "H", "H", "H", "H", "H", "H", "H", "H", "H", "N", "C", "H", "F", "C", "F", "F", "S", "O", "O", "O", "N", "P", "N", "C", "C", "C", "C", "C", "N", "C", "C", "C", "C", "C", "N", "C", "C", "C", "C", "C", "H", "H", "H", "H", "H", "H", "H", "H", "H", "H", "H", "H", "H", "H", "H", "H", "H", "H", "H", "H", "H", "H", "H", "H", "H", "H", "H", "H", "H", "H"],
  "xyz": [[-0.69884, 0.30080, -1.92541], [-2.18113, -6.18308, -2.69058], [-2.25804, -4.45803, -2.76167], [-3.11448, -3.82629, -3.65201], [-4.13328, -4.75175, -4.69785], [-3.16421, -2.42911, -3.69098], [-4.22314, -1.58530, -4.76377], [-2.37938, -1.67668, -2.84001], [-2.37577, -0.32690, -2.83352], [-1.54206, -2.31520, -1.89853], [-0.84450, -1.52174, -1.05532], [-1.46857, -3.69392, -1.89797], [-0.40843, -4.43219, -0.73831], [-7.01603, 4.65006, -1.16297], [-6.07612, 3.73988, -0.93390], [-6.19775, 2.87679, 0.13293], [-7.26051, 2.95357, 0.93045], [-5.21150, 1.94085, 0.36274], [-5.39951, 1.13709, 1.41257], [-4.08494, 1.82420, -0.44312], [-2.80295, 0.58227, -0.02102], [-2.46204, 1.07508, 1.71159], [-1.78136, 2.28080, 1.89315], [-1.46823, 2.72338, 3.17104], [-1.81384, 1.96096, 4.27968], [-2.49369, 0.76447, 4.10538], [-2.82342, 0.32803, 2.82903], [-3.74410, -0.96931, 0.02873], [-3.19974, -2.06792, 0.69608], [-3.78349, -3.32059, 0.58271], [-4.90462, -3.49369, -0.21836], [-5.44074, -2.41012, -0.90043], [-4.86215, -1.15386, -0.77946], [-3.99438, 2.70749, -1.52333], [-2.58675, 2.74074, -2.73731], [-4.97577, 3.65125, -1.76084], [-4.89766, 4.49991, -2.78465], [-1.49337, 2.87850, 1.03592], [-0.95251, 3.66796, 3.29823], [-1.56560, 2.30337, 5.27680], [-2.77815, 0.16934, 4.96450], [-3.38500, -0.58896, 2.71311], [-2.28560, -1.96085, 1.26921], [-3.34109, -4.16645, 1.09472], [-5.34695, -4.47641, -0.32676], [-6.30079, -2.54342, -1.54492], [-5.27065, -0.32775, -1.35007], [0.48573, 3.20992, -0.86700], [0.03360, 2.02378, -0.77636], [1.46483, 3.25409, -0.59065], [-1.24641, 0.19452, -5.69103], [0.06169, 0.09418, -5.81411], [0.51319, 1.06505, -6.60053], [0.37137, -1.09498, -6.31674], [0.92919, 0.25990, -4.20114], [2.30896, 0.37541, -4.51401], [0.27314, 1.41857, -3.52161], [0.50230, -0.91388, -3.38634], [0.82822, 0.81798, -0.44003], [2.15644, 0.48071, 0.36899], [1.80369, -0.69767, 1.44872], [2.89616, -1.26708, 2.26458], [2.65177, -2.74780, 2.52086], [1.34861, -2.96913, 3.30653], [0.31961, -1.87847, 2.97012], [0.50528, -1.39382, 1.54292], [2.84514, 1.74394, 1.17210], [4.25590, 1.69919, 1.62145], [4.72328, 3.10924, 1.93571], [3.95954, 3.65344, 3.15906], [2.61212, 2.93680, 3.32009], [1.98258, 2.66144, 1.96398], [3.36335, -0.11336, -0.57056], [3.12266, -1.44394, -1.18755], [4.34475, -1.85903, -2.02212], [5.60302, -1.17939, -1.49715], [5.49087, 0.32923, -1.73299], [4.04789, 0.80536, -1.50508], [2.96440, -0.74260, 3.22562], [3.84609, -1.12324, 1.74879], [3.50716, -3.15814, 3.05963], [2.60479, -3.27000, 1.56198], [1.55344, -2.97628, 4.37916], [0.93928, -3.95040, 3.05807], [0.42520, -1.02360, 3.64482], [-0.69842, -2.25517, 3.09760], [-0.28125, -0.70148, 1.26235], [0.45750, -2.23088, 0.84202], [4.86054, 1.23840, 0.84552], [4.36356, 1.08185, 2.51986], [4.55117, 3.73588, 1.05659], [5.79856, 3.10655, 2.12114], [3.79415, 4.72684, 3.04983], [4.55734, 3.51902, 4.06261], [1.92260, 3.54762, 3.90561], [2.73689, 1.99469, 3.86261], [1.84355, 3.60930, 1.45033], [0.99600, 2.21834, 2.08819], [2.22507, -1.43351, -1.81213], [2.95128, -2.16253, -0.38745], [4.19183, -1.57760, -3.06772], [4.43997, -2.94457, -1.99518], [6.49822, -1.57631, -1.97641], [5.69660, -1.38374, -0.42607], [5.77089, 0.56134, -2.76313], [6.18500, 0.86774, -1.08391], [3.50379, 0.83821, -2.45176], [4.02916, 1.81282, -1.09411]],
  "atomic_forces_ev_per_a": [[-0.6, 1.2, 2.0], [0.0, 0.1, 0.0], [0.0, -0.1, 0.0], [-0.1, -0.1, -0.1], [0.1, 0.1, 0.1], [-0.1, 0.0, -0.1], [0.0, -0.1, 0.0], [-0.1, 0.1, 0.1], [-0.8, -0.9, -0.6], [0.1, 0.1, 0.0], [-0.3, -1.1, -0.5], [0.1, -0.1, 0.3], [-0.1, 0.0, -0.1], [0.0, 0.0, 0.0], [-0.2, 0.2, 0.0], [-0.2, 0.1, 0.1], [0.1, 0.0, 0.0], [0.0, -0.1, 0.1], [0.1, 0.0, -0.1], [-0.1, 0.0, 0.0], [-0.1, 0.3, 0.1], [0.1, 0.0, 0.0], [0.0, 0.0, 0.0], [0.0, 0.0, 0.0], [0.0, 0.0, 0.0], [0.0, 0.0, -0.1], [0.0, 0.0, 0.0], [0.1, -0.1, 0.0], [0.0, -0.1, 0.0], [0.0, 0.1, 0.0], [0.0, 0.0, 0.0], [0.0, 0.0, 0.0], [-0.1, 0.0, 0.0], [-0.2, -0.1, 0.2], [0.6, 0.0, -0.3], [-0.1, 0.1, 0.0], [0.0, 0.0, 0.0], [0.0, 0.0, 0.0], [0.0, 0.0, 0.0], [0.0, 0.0, 0.0], [0.0, 0.0, 0.0], [0.0, 0.0, 0.0], [0.0, 0.0, 0.0], [0.0, 0.0, 0.0], [0.0, 0.0, 0.0], [0.0, 0.0, 0.0], [0.0, 0.0, 0.0], [-0.5, -0.1, 0.4], [1.4, -0.1, -0.5], [0.2, 0.1, 0.2], [-0.1, 0.0, 0.1], [0.2, 0.0, 0.1], [-0.1, -0.1, -0.2], [0.0, 0.1, -0.2], [-0.2, -0.1, 0.3], [0.0, 0.0, 0.0], [0.6, -0.1, -1.0], [0.5, 0.5, -0.6], [-0.3, 0.7, 0.2], [-0.4, -0.2, 0.2], [-0.1, -0.5, 0.1], [-0.2, 0.0, 0.0], [0.0, 0.0, 0.0], [0.0, 0.0, 0.0], [0.0, 0.0, 0.0], [0.2, 0.0, 0.1], [0.2, 0.5, 0.0], [-0.1, 0.0, -0.1], [0.0, 0.0, 0.0], [0.0, 0.0, 0.0], [0.0, 0.0, 0.1], [0.2, -0.4, 0.1], [0.4, 0.0, -0.5], [0.1, 0.1, 0.1], [0.0, 0.0, 0.0], [-0.1, 0.0, 0.0], [0.0, 0.0, 0.0], [-0.1, -0.1, 0.1], [0.0, 0.0, 0.0], [0.0, 0.0, 0.0], [0.0, 0.0, 0.0], [0.0, 0.0, 0.0], [0.0, 0.0, 0.0], [0.0, 0.0, 0.0], [0.0, 0.0, 0.0], [0.0, 0.0, 0.0], [0.0, 0.1, 0.0], [0.0, 0.0, 0.0], [0.0, 0.0, 0.0], [0.0, 0.0, 0.0], [0.0, 0.0, 0.0], [0.0, 0.0, 0.0], [0.0, 0.0, 0.0], [0.0, 0.0, 0.0], [0.0, 0.0, 0.0], [0.0, 0.0, 0.0], [0.0, 0.1, -0.2], [-0.1, -0.1, 0.0], [0.0, 0.0, 0.0], [0.0, 0.0, 0.1], [0.0, 0.0, 0.0], [0.0, 0.0, 0.0], [0.0, 0.0, 0.0], [0.0, 0.0, 0.0], [0.0, 0.0, 0.0], [0.0, 0.0, 0.0], [0.0, 0.0, 0.0], [0.0, 0.0, 0.0]],
  "e_tot_ev": -230750.39813,
  "max_force_ev_per_a": 2.45,
  "homo_energy_ev": -7.7,
  "spin_multiplicity": 1,
  "de_lowest_kcal_mol": 4.21
}

---

{
  "formula": "C41H41F10INO34P",
  "method": "ωB97M-V with the def2-TZVPD basis set",
  "elements": ["C", "C", "C", "O", "C", "C", "C", "C", "C", "P", "O", "I", "C", "C", "O", "N", "C", "O", "H", "H", "H", "H", "H", "H", "H", "H", "H", "H", "H", "C", "C", "O", "C", "O", "O", "F", "H", "H", "H", "C", "C", "O", "C", "O", "O", "F", "H", "H", "H", "C", "C", "O", "C", "O", "O", "F", "H", "H", "H", "C", "C", "O", "C", "O", "O", "F", "H", "H", "H", "C", "C", "O", "C", "O", "O", "F", "H", "H", "H", "C", "C", "O", "C", "O", "O", "F", "H", "H", "H", "C", "C", "O", "C", "O", "O", "F", "H", "H", "H", "C", "C", "O", "C", "O", "O", "F", "H", "H", "H", "C", "C", "O", "C", "O", "O", "F", "H", "H", "H", "C", "C", "O", "C", "O", "O", "F", "H", "H", "H"],
  "xyz": [[8.39571, 4.43271, 4.23663], [7.00967, 3.91199, 3.45864], [7.44760, 2.96888, 2.19115], [6.34698, 2.23362, 1.54887], [5.04844, 2.90363, 1.71982], [3.90204, 2.07275, 2.60955], [2.42816, 2.77274, 2.78420], [2.06061, 4.24623, 2.16644], [3.15964, 5.08671, 1.28687], [2.72396, 6.80221, 0.56970], [4.19786, 7.73639, 0.37177], [1.90717, 6.38138, -1.76164], [4.64408, 4.37872, 1.06103], [0.51923, 4.56871, 2.62258], [0.03064, 5.81084, 2.58188], [-0.06592, 3.24911, 3.07469], [1.05308, 2.29226, 3.53661], [0.85573, 1.29657, 4.43477], [9.13506, 4.82549, 3.39377], [8.86784, 3.60770, 4.91993], [8.09644, 5.39972, 4.86863], [6.24805, 3.41538, 4.19553], [6.49184, 4.91866, 3.08063], [8.07247, 3.58187, 1.41456], [8.19005, 2.14514, 2.63100], [4.10020, 1.01534, 3.07554], [4.81664, 7.26371, -0.28295], [5.50249, 4.89269, 0.41841], [-0.67613, 2.88907, 2.30864], [-1.18992, -1.41778, 2.03068], [-1.67238, -0.70287, 0.81501], [-0.49038, -0.18978, 0.24362], [0.48884, -1.06359, 0.61001], [1.59056, -1.11468, 0.08899], [0.08310, -1.88201, 1.62837], [-2.46894, 0.33647, 1.15106], [-1.07793, -0.75510, 2.89537], [-1.84100, -2.25081, 2.30914], [-2.18327, -1.34512, 0.08974], [-6.36080, -1.76681, 3.10727], [-5.82442, -2.80994, 4.02698], [-5.03834, -3.62052, 3.18324], [-4.60283, -2.78770, 2.19662], [-3.68470, -3.04803, 1.43693], [-5.31574, -1.62051, 2.16683], [-6.82390, -3.56616, 4.53375], [-7.27211, -2.08578, 2.59039], [-6.56103, -0.82262, 3.62088], [-5.20556, -2.41604, 4.84023], [6.51181, 10.64922, -1.13748], [7.17028, 10.48673, -2.46478], [7.81900, 9.23968, -2.36033], [7.06332, 8.51917, -1.48483], [7.14218, 7.30978, -1.34686], [6.19976, 9.31648, -0.78482], [8.10904, 11.44030, -2.65737], [7.17993, 11.07739, -0.38271], [5.60791, 11.26175, -1.19382], [6.47571, 10.47067, -3.31143], [6.07105, 15.77979, -1.65833], [7.24549, 15.06633, -1.08096], [6.66322, 14.01213, -0.34850], [5.49789, 13.73151, -0.99652], [4.85193, 12.71003, -0.83164], [5.14456, 14.73160, -1.86049], [7.91795, 15.86260, -0.21990], [5.64199, 16.51563, -0.96997], [6.31002, 16.27907, -2.60120], [7.93485, 14.65877, -1.82810], [-8.17041, -2.11677, -1.47331], [-8.96944, -3.33800, -1.77635], [-9.02644, -4.01004, -0.53860], [-8.95529, -3.02693, 0.40219], [-9.24686, -3.18105, 1.57654], [-8.52437, -1.84371, -0.13238], [-8.32333, -4.12972, -2.66144], [-7.09092, -2.29057, -1.53550], [-8.42885, -1.27820, -2.12554], [-9.98514, -3.13322, -2.13123], [-7.85623, -6.81315, -3.94316], [-9.01030, -7.70913, -4.23818], [-8.39811, -8.91655, -4.63091], [-7.20994, -8.94477, -3.96446], [-6.52477, -9.94480, -3.82904], [-6.88277, -7.71640, -3.45896], [-9.73186, -7.23888, -5.28023], [-7.47165, -6.30963, -4.83644], [-8.09814, -6.05725, -3.19116], [-9.66763, -7.89130, -3.38129], [1.34031, -5.81928, -1.47489], [1.57288, -4.62219, -2.33197], [0.28278, -4.07838, -2.49558], [-0.39456, -4.42635, -1.36562], [-1.44352, -3.91440, -1.01144], [0.24924, -5.41460, -0.67254], [2.04022, -4.98322, -3.54808], [1.05688, -6.70540, -2.05269], [2.20970, -6.06526, -0.85922], [2.23466, -3.87231, -1.88560], [-9.73016, -11.82433, -5.25321], [-10.58299, -12.27468, -4.11674], [-11.69877, -12.85611, -4.75224], [-11.22510, -13.32600, -5.94032], [-11.81708, -14.12699, -6.64448], [-10.00097, -12.79586, -6.24354], [-11.01029, -11.21996, -3.38692], [-10.01244, -10.83500, -5.62861], [-8.66749, -11.81198, -4.99636], [-10.10611, -13.01230, -3.46250], [9.40510, 2.90906, 9.30825], [9.01016, 2.16059, 8.08126], [9.48022, 2.97621, 7.03212], [10.56328, 3.62462, 7.54514], [11.39696, 4.20478, 6.86967], [10.60604, 3.53910, 8.90982], [7.66476, 2.07255, 7.98218], [8.67259, 3.67158, 9.59353], [9.57396, 2.24787, 10.16248], [9.45616, 1.16355, 8.00065], [-3.51088, -8.17733, -3.85316], [-3.53197, -8.45713, -5.31705], [-2.64230, -7.50141, -5.84806], [-1.74263, -7.26307, -4.85284], [-0.66929, -6.70792, -5.01903], [-2.18645, -7.72925, -3.64571], [-4.76016, -8.22911, -5.83398], [-4.21109, -7.38689, -3.56281], [-3.72115, -9.06888, -3.25624], [-3.19484, -9.46373, -5.58653]],
  "atomic_forces_ev_per_a": [[-0.9, 0.6, -0.6], [0.7, 1.4, -0.2], [1.4, 0.2, 1.7], [-2.8, 2.6, 0.9], [-3.4, 0.6, 0.7], [-1.2, 3.7, -1.6], [1.6, 2.2, -1.6], [2.8, -2.1, 0.1], [1.8, -4.6, 1.4], [1.1, 1.1, 0.8], [-1.0, -3.4, -1.3], [0.5, -0.2, 0.5], [-1.8, -2.2, 1.9], [0.9, 4.4, -1.1], [2.2, -8.3, 0.4], [1.7, 1.0, 0.0], [-0.1, -3.4, 2.6], [1.2, 6.6, -6.3], [-1.4, -1.0, 1.9], [-0.9, 1.8, -1.5], [0.7, -2.3, -1.2], [1.6, 0.7, -1.5], [1.0, -2.3, 0.7], [-1.4, -1.0, 1.3], [-1.7, 1.6, -1.1], [-0.3, 2.4, -1.1], [-0.9, 1.1, 1.3], [-2.2, -1.1, 1.5], [0.5, 0.0, 1.1], [-0.6, -0.7, 1.1], [-0.6, 0.1, -0.2], [0.5, -0.7, 0.2], [2.7, -0.4, -0.9], [-2.4, 0.1, 1.2], [0.6, 0.6, -1.0], [-0.3, 0.4, 0.0], [0.0, 0.2, -0.2], [0.4, 0.1, -0.2], [0.0, 0.2, 0.1], [-1.0, 1.0, 0.1], [-0.5, -0.5, 0.6], [0.5, 0.8, -0.5], [1.9, -0.5, -2.0], [-2.2, 0.6, 1.6], [0.9, -0.9, -0.2], [0.0, -0.1, 0.2], [0.1, -0.2, 0.3], [0.2, -0.1, -0.2], [-0.1, -0.2, 0.0], [-0.7, 0.6, 0.3], [0.3, 0.2, -0.1], [-0.7, -0.5, 0.3], [0.0, -2.4, 0.8], [-0.3, 2.4, -0.2], [1.0, -1.2, -0.8], [0.2, 0.4, -0.3], [0.1, 0.0, -0.2], [0.6, -0.9, 0.1], [0.2, 0.1, 0.0], [-0.2, 1.1, -0.7], [0.8, 0.4, 0.5], [-0.7, -0.4, -0.8], [-1.8, -1.8, 0.3], [0.7, 3.4, -0.2], [0.2, -1.2, 0.6], [0.2, 0.0, 0.0], [0.2, -0.1, 0.1], [-0.2, -0.2, 0.1], [0.1, 0.1, 0.2], [0.6, 1.0, -0.7], [0.0, -0.4, -0.3], [-0.2, 0.8, 0.2], [-0.6, -0.1, 3.2], [0.8, 0.4, -2.8], [-0.5, -0.9, 0.6], [0.0, -0.1, -0.3], [-0.2, -0.2, -0.1], [0.0, 0.0, 0.3], [0.1, -0.2, -0.1], [0.1, 1.3, 0.4], [-0.7, 0.2, -0.5], [0.6, 0.0, 0.8], [2.0, -2.1, 0.4], [-1.5, 2.2, -0.3], [-0.1, -1.3, -0.3], [-0.3, 0.0, -0.1], [-0.2, -0.2, -0.1], [0.2, -0.5, -0.1], [-0.1, 0.0, -0.2], [0.6, -1.0, 0.4], [0.4, 0.1, -0.8], [-0.2, -0.1, 1.1], [-2.5, 1.0, 0.9], [2.3, -1.1, -0.8], [-0.7, 0.9, -0.3], [0.2, 0.1, -0.1], [0.1, 0.2, -0.2], [-0.3, 0.1, 0.1], [0.0, 0.0, -0.2], [1.1, 0.6, -0.2], [-0.3, 0.3, 0.5], [0.6, -0.4, -0.4], [-1.4, -2.1, -2.3], [1.4, 2.0, 1.7], [-1.0, -0.6, 0.2], [-0.1, 0.2, 0.4], [-0.1, -0.1, 0.3], [-0.1, -0.1, -0.2], [-0.1, 0.2, 0.1], [-0.1, 0.0, 1.3], [-0.8, -0.3, -0.3], [0.7, -0.1, 0.6], [2.5, 1.9, -1.6], [-2.1, -1.4, 1.7], [0.1, 0.0, -1.1], [-0.2, -0.2, -0.1], [-0.1, -0.2, -0.2], [0.2, 0.2, -0.1], [-0.2, 0.0, -0.1], [-0.6, -0.4, 1.1], [-0.5, -0.1, -0.4], [0.5, -0.3, 0.6], [2.9, 1.6, -0.1], [-2.6, -1.3, 0.5], [0.6, 0.3, -0.9], [-0.3, -0.1, -0.3], [0.0, -0.1, -0.3], [0.2, 0.2, -0.1], [-0.2, 0.1, -0.1]],
  "e_tot_ev": -158839.95478,
  "max_force_ev_per_a": 9.18,
  "homo_energy_ev": -8.6,
  "spin_multiplicity": 1,
  "smiles": "CCCOc1cc2c(c(P(O)I)c1)C(=O)NC2=O.O=C1OC[C@@H](F)O1.O=C1OC[C@@H](F)O1.O=C1OC[C@@H](F)O1.O=C1OC[C@@H](F)O1.O=C1OC[C@@H](F)O1.O=C1OC[C@@H](F)O1.O=C1OC[C@@H](F)O1.O=C1OC[C@@H](F)O1.O=C1OC[C@@H](F)O1.O=C1OC[C@@H](F)O1"
}